{"formula": "C41H80BBrClN14O27PS", "method": "ωB97M-V/def2-TZVPD", "total_energy_ha": -8204.95102, "multiplicity": 1, "elements": ["C", "C", "C", "C", "C", "C", "C", "C", "C", "C", "C", "C", "C", "C", "C", "C", "C", "O", "C", "C", "S", "C", "C", "C", "C", "C", "C", "C", "B", "O", "N", "C", "C", "C", "Br", "N", "P", "O", "Cl", "H", "H", "H", "H", "H", "H", "H", "H", "H", "H", "H", "H", "H", "H", "H", "H", "H", "H", "H", "H", "H", "H", "H", "H", "H", "H", "H", "H", "H", "H", "H", "H", "H", "H", "H", "H", "H", "H", "H", "H", "H", "H", "H", "H", "C", "N", "O", "O", "H", "H", "H", "C", "N", "O", "O", "H", "H", "H", "C", "N", "O", "O", "H", "H", "H", "C", "N", "O", "O", "H", "H", "H", "C", "N", "O", "O", "H", "H", "H", "C", "N", "O", "O", "H", "H", "H", "C", "N", "O", "O", "H", "H", "H", "C", "N", "O", "O", "H", "H", "H", "C", "N", "O", "O", "H", "H", "H", "C", "N", "O", "O", "H", "H", "H", "C", "N", "O", "O", "H", "H", "H", "C", "N", "O", "O", "H", "H", "H"], "coordinates": [[2.608, 5.470, 1.329], [3.395, 4.941, -0.038], [2.919, 3.427, -0.474], [2.325, 3.479, -2.013], [1.083, 2.364, -2.116], [1.613, 0.950, -2.759], [2.369, -0.040, -1.648], [1.746, -1.585, -1.667], [1.985, -2.469, -3.033], [2.821, -1.980, -4.363], [4.308, -2.723, -4.296], [5.464, -1.766, -3.583], [6.126, -2.487, -2.244], [6.240, -1.469, -0.948], [6.120, -2.338, 0.446], [1.310, -3.997, -3.035], [0.473, -4.598, -1.718], [-0.101, -5.944, -1.837], [0.273, -3.736, -0.327], [0.931, -2.196, -0.373], [0.656, -1.126, 1.188], [-1.118, -1.647, 1.678], [-1.487, -3.261, 1.436], [-3.031, -3.702, 1.846], [-4.121, -2.635, 2.451], [-5.647, -3.154, 2.893], [-5.584, -3.267, 4.560], [-3.735, -1.023, 2.667], [-4.791, 0.101, 3.250], [-4.783, 0.692, 4.603], [-5.911, 0.550, 2.280], [-5.947, 2.065, 2.165], [-5.634, 0.063, 0.868], [-2.207, -0.546, 2.271], [-1.632, 1.399, 2.480], [-0.404, -4.135, 0.923], [-0.356, -5.787, 1.436], [-0.572, -5.936, 3.191], [1.639, -6.570, 1.122], [1.479, 5.682, 1.093], [3.187, 6.437, 1.723], [2.700, 4.666, 2.206], [4.543, 4.908, 0.222], [3.253, 5.753, -0.871], [2.043, 3.069, 0.216], [3.846, 2.707, -0.417], [3.171, 3.232, -2.806], [1.902, 4.544, -2.283], [0.319, 2.842, -2.891], [0.517, 2.220, -1.099], [0.774, 0.363, -3.368], [2.452, 1.235, -3.554], [2.237, 0.495, -0.612], [3.520, -0.052, -1.884], [2.931, -0.818, -4.470], [2.259, -2.466, -5.297], [4.225, -3.695, -3.609], [4.662, -3.124, -5.356], [5.010, -0.694, -3.353], [6.318, -1.600, -4.396], [5.534, -3.430, -1.877], [7.205, -2.840, -2.535], [5.391, -0.645, -0.922], [7.281, -0.926, -0.960], [5.509, -3.347, 0.311], [5.598, -1.737, 1.327], [7.201, -2.633, 0.793], [1.440, -4.682, -3.992], [-1.067, -5.899, -2.165], [-3.301, -4.851, 1.673], [-5.889, -4.233, 2.510], [-6.451, -2.344, 2.632], [-4.556, -3.784, 4.877], [-6.522, -3.836, 4.986], [-5.537, -2.186, 5.063], [-4.443, 1.634, 4.476], [-6.380, 2.504, 3.176], [-4.840, 2.420, 1.944], [-6.679, 2.416, 1.296], [-5.766, -1.100, 0.736], [-6.452, 0.564, 0.159], [-4.588, 0.460, 0.453], [-1.161, -6.761, 3.283], [-9.058, -0.715, -2.166], [-8.193, 0.367, -1.623], [-7.226, 0.717, -2.311], [-8.508, 0.833, -0.523], [-8.664, -1.029, -3.136], [-9.036, -1.543, -1.455], [-10.066, -0.309, -2.273], [-7.288, -5.264, -0.755], [-7.919, -3.934, -0.976], [-7.743, -3.073, -0.107], [-8.573, -3.793, -2.016], [-6.748, -5.245, 0.194], [-8.087, -6.007, -0.729], [-6.603, -5.446, -1.586], [-1.176, 6.289, 3.997], [-0.012, 7.126, 3.601], [1.111, 6.727, 3.933], [-0.257, 8.160, 2.969], [-0.815, 5.416, 4.544], [-1.822, 6.901, 4.631], [-1.690, 5.986, 3.083], [9.284, 0.852, -4.842], [7.805, 0.879, -5.005], [7.171, 1.666, -4.292], [7.322, 0.110, -5.845], [9.568, 1.575, -4.074], [9.563, -0.160, -4.541], [9.726, 1.117, -5.804], [-3.220, -1.999, 7.351], [-4.235, -2.796, 8.091], [-4.636, -3.837, 7.557], [-4.599, -2.356, 9.187], [-2.994, -2.502, 6.408], [-3.648, -1.011, 7.167], [-2.329, -1.936, 7.978], [3.221, 4.232, 5.676], [2.571, 3.115, 4.939], [3.175, 2.651, 3.965], [1.472, 2.735, 5.359], [4.176, 4.461, 5.199], [2.550, 5.092, 5.629], [3.373, 3.902, 6.706], [6.380, 8.041, 2.428], [5.365, 7.243, 3.168], [4.964, 6.202, 2.634], [5.001, 7.684, 4.264], [6.606, 7.537, 1.485], [5.952, 9.029, 2.244], [7.271, 8.104, 3.055], [-6.180, 5.074, -1.096], [-5.917, 5.103, 0.368], [-4.758, 4.882, 0.739], [-6.881, 5.346, 1.103], [-5.247, 4.849, -1.618], [-6.923, 4.296, -1.282], [-6.555, 6.058, -1.383], [-2.920, -5.405, -4.722], [-3.935, -6.203, -3.982], [-4.336, -7.243, -4.516], [-4.299, -5.762, -2.885], [-2.694, -5.908, -5.665], [-3.348, -4.417, -4.906], [-2.029, -5.342, -4.095], [1.301, 2.921, 10.009], [2.287, 4.017, 9.805], [2.605, 4.684, 10.797], [2.714, 4.176, 8.656], [1.013, 2.896, 11.062], [0.436, 3.135, 9.377], [1.784, 1.986, 9.719], [-5.299, -8.724, -8.248], [-4.313, -7.628, -8.452], [-3.995, -6.961, -7.460], [-3.886, -7.469, -9.601], [-5.587, -8.749, -7.195], [-6.164, -8.511, -8.879], [-4.816, -9.660, -8.538], [10.920, 2.973, -8.579], [11.183, 3.002, -7.115], [12.342, 2.781, -6.744], [10.219, 3.245, -6.380], [11.853, 2.749, -9.102], [10.177, 2.195, -8.765], [10.545, 3.958, -8.866]]}